(1)
DFT (the ωB97M-V functional and the def2-TZVPD basis) results for 2 unconnected molecules or ions with the total composition C4H8Cl4Si in a non-equilibrium geometry.

Summary:
Electronic energy   -2287.50363 Ha
Largest force on an atom   2.92 eV/Å
Net charge   0
Energy relative to the best compared isomer or geometry (same formula, charge and spin)   93.1 kcal/mol
HOMO level (alpha / beta)   -7.81 / -8.89 eV
Spin multiplicity   1
HOMO-LUMO gap (alpha / beta)   6.76 / 9.37 eV

```
17
Properties=species:S:1:pos:R:3:forces:R:3:mulliken_charge:R:1
C 1.157605 -0.648578 -1.099191 0.06 -1.90 0.98 -0.9811
C 1.911766 0.851711 0.877842 0.11 -1.09 2.28 -0.8974
C 1.264891 -0.433871 0.372478 0.21 0.35 0.30 0.0292
C -1.320357 0.813584 0.492969 -0.47 -1.22 1.22 -0.3463
Si -2.516899 -0.427133 -0.244422 0.88 0.03 0.34 0.6981
Cl -0.882482 2.255033 -0.335315 -0.19 -0.26 0.30 -0.1105
Cl -4.466204 -0.014178 0.022408 -0.66 0.50 0.21 -0.2314
Cl -2.324024 -0.803364 -2.219554 0.28 0.28 -0.51 -0.2257
Cl -2.279501 -2.253042 0.638566 0.29 -0.02 0.33 -0.2477
H 1.016129 0.206979 -1.715428 0.06 0.85 -0.28 0.3409
H 0.328563 -1.351735 -1.278199 0.40 0.11 -0.21 0.1935
H 2.095740 -1.186590 -1.344652 -0.29 0.27 -0.50 0.3521
H 2.033644 1.571826 0.072133 0.68 -0.16 0.03 0.2888
H 2.841149 0.677008 1.632631 -1.89 0.47 -2.18 0.2910
H 1.140711 1.321502 1.522723 0.55 -0.04 0.00 0.2298
H 1.349748 -1.396671 0.961895 -0.34 1.45 -0.44 0.2900
H -1.350478 0.817521 1.643111 0.32 0.38 -1.88 0.3269
```
Positions in Å, forces in eV/Å.


(2)
DFT (the ωB97M-V functional and the def2-TZVPD basis) results for 4 unconnected molecules or ions with the total composition C4H8Cl8.

Summary:
Electronic energy   -3838.73198 Ha
Largest force on an atom   0.24 eV/Å
Net charge   0
Energy relative to the best compared isomer or geometry (same formula, charge and spin)   1.3 kcal/mol
HOMO level   -10.81 eV
SMILES   ClCCl.ClCCl.ClCCl.ClCCl
Spin multiplicity   1
HOMO-LUMO gap   11.25 eV

```
20
Properties=species:S:1:pos:R:3:forces:R:3:mulliken_charge:R:1
Cl -1.246358 -2.374216 -2.432994 -0.04 -0.07 -0.09 -0.1764
C -1.169868 -1.371294 -0.977329 0.03 -0.14 -0.19 0.5628
Cl -2.462292 -1.753464 0.163859 -0.01 0.03 0.06 -0.1686
H -0.213801 -1.569198 -0.512652 0.03 0.08 0.13 -0.1292
H -1.270634 -0.342389 -1.289685 0.02 0.14 0.09 -0.0875
Cl 1.563071 1.227273 -0.861820 -0.08 0.11 -0.06 -0.0961
C 2.803524 0.169100 -0.196102 0.07 -0.04 0.08 -0.1144
Cl 2.767159 -1.437526 -0.924950 -0.02 -0.14 -0.03 -0.1377
H 3.776237 0.602238 -0.389967 0.00 0.06 -0.01 0.3645
H 2.613575 0.060848 0.863901 0.00 0.01 0.03 -0.0076
Cl -3.410494 4.589219 -2.898152 -0.01 0.00 0.00 -0.1511
C -3.247066 2.956377 -2.252967 -0.08 -0.15 0.03 -0.3185
Cl -1.603418 2.609605 -1.700445 0.08 -0.01 0.03 -0.1186
H -3.911850 2.842454 -1.405846 -0.01 0.08 0.02 0.2920
H -3.494156 2.242217 -3.028829 0.01 0.06 -0.07 0.2766
Cl 1.407237 -1.328877 5.193387 0.04 0.02 -0.04 -0.1546
C 1.824106 -1.757418 3.530771 0.15 -0.13 0.06 -0.2858
Cl 0.585099 -1.258646 2.379467 -0.11 0.05 -0.08 -0.0918
H 2.756396 -1.272764 3.265854 -0.01 0.07 0.06 0.2394
H 1.933526 -2.833540 3.474502 -0.07 -0.02 0.00 0.3026
```
Positions in Å, forces in eV/Å.


(3)
DFT (the ωB97M-V functional and the def2-TZVPD basis) results for 2 unconnected molecules or ions with the total composition C4H8ClI in a non-equilibrium geometry.

Summary:
Electronic energy   -915.02779 Ha
Largest force on an atom   4.94 eV/Å
Net charge   0
Energy relative to the best compared isomer or geometry (same formula, charge and spin)   23.6 kcal/mol
HOMO level   -9.81 eV
SMILES   C[C@H](Cl)I.C=C
Spin multiplicity   1
HOMO-LUMO gap   10.17 eV

```
14
Properties=species:S:1:pos:R:3:forces:R:3:mulliken_charge:R:1
C 1.360307 0.050422 -1.295075 2.55 -3.71 -2.03 -1.0803
C 2.084982 -0.645948 -0.127388 -0.92 0.89 -0.31 -0.1848
Cl 1.755199 0.496125 1.188439 0.45 0.14 0.95 -0.1597
I 4.108331 -0.990813 -0.556356 0.62 0.10 -0.03 0.0782
H 1.526445 -0.461235 -2.307758 -0.02 0.55 1.44 0.3160
H 0.353245 0.086207 -1.160431 -2.80 0.16 0.65 0.1797
H 1.760649 0.998601 -1.338806 0.76 2.14 -0.30 0.4628
H 1.759408 -1.593612 0.264857 -0.53 -0.25 -0.45 0.3945
C -2.898909 0.220410 1.361381 0.16 0.69 0.07 -0.5588
C -1.990393 0.461117 0.421468 -0.58 -0.33 -0.01 -0.2154
H -3.687450 0.879134 1.750429 0.43 0.25 -0.94 0.2402
H -2.904919 -0.652121 1.944060 0.42 -1.36 0.55 0.2541
H -1.173992 -0.154048 0.058837 -0.33 -0.64 0.77 0.0411
H -2.052900 1.305766 -0.203663 -0.23 1.38 -0.35 0.2323
```
Positions in Å, forces in eV/Å.


(4)
DFT (the ωB97M-V functional and the def2-TZVPD basis) results for C4H8ClN in the gas phase in a non-equilibrium geometry.

Summary:
Electronic energy   -672.10199 Ha
Largest force on an atom   3.13 eV/Å
Net charge   0
Energy relative to the best compared isomer or geometry (same formula, charge and spin)   21.8 kcal/mol
HOMO level   -8.54 eV
SMILES   N[C@H]1C[C@@H]1CCl
Spin multiplicity   1
HOMO-LUMO gap   9.67 eV

```
14
Properties=species:S:1:pos:R:3:forces:R:3:mulliken_charge:R:1
N -1.513419 -1.563792 -0.011458 -1.00 0.50 1.95 -0.6220
C -0.610621 -0.526032 -0.387417 0.98 2.93 -0.54 -0.1257
C -0.890263 1.012446 -0.199414 -1.36 -1.90 1.25 -0.6536
C 0.337308 0.453216 0.469750 -1.26 -2.14 -0.27 -0.0234
C 1.696792 0.721346 -0.032423 -0.11 -0.13 -0.58 -0.6380
Cl 2.491557 -0.885793 -0.083597 0.71 -0.24 -0.56 -0.2086
H -1.956050 -1.434725 0.919366 0.28 0.40 -0.93 0.2337
H -1.088961 -2.463476 0.100443 0.72 -0.40 -0.36 0.2529
H -0.230463 -0.746190 -1.384360 0.22 0.18 0.22 0.4026
H -1.748495 1.212756 0.492768 0.80 0.07 -0.84 0.2329
H -0.832535 1.646758 -1.081384 0.19 -0.04 0.33 0.2292
H 0.406010 0.109407 1.508312 -0.78 0.68 -0.07 0.2953
H 1.634998 1.238920 -1.017678 0.64 -0.59 0.64 0.2857
H 2.304143 1.225160 0.707087 -0.03 0.67 -0.23 0.3390
```
Positions in Å, forces in eV/Å.


(5)
DFT (the ωB97M-V functional and the def2-TZVPD basis) results for C4H8ClN in the gas phase in a non-equilibrium geometry.

Summary:
Electronic energy   -672.08402 Ha
Largest force on an atom   4.71 eV/Å
Net charge   0
Energy relative to the best compared isomer or geometry (same formula, charge and spin)   33.1 kcal/mol
HOMO level   -9.66 eV
SMILES   CC/C(C)=N\Cl
Spin multiplicity   1
HOMO-LUMO gap   10.63 eV

```
14
Properties=species:S:1:pos:R:3:forces:R:3:mulliken_charge:R:1
C -1.021230 0.035605 1.214889 -2.89 1.71 -2.43 -0.9091
C 0.201385 0.640024 0.490004 -1.77 -3.29 -1.42 -0.7945
C 0.078425 0.643167 -1.019885 0.19 -1.50 0.73 0.9262
C 0.197736 -0.729812 -1.674449 -0.14 1.33 -0.03 -1.2774
N -0.061055 1.586519 -1.835880 -0.15 0.10 -1.10 -0.5453
Cl -0.210589 3.190933 -1.297785 0.00 0.36 0.60 -0.1414
H -1.469414 -0.713925 0.495764 -0.21 1.02 0.68 0.2587
H -1.814218 0.924161 1.494203 1.83 -2.50 -0.80 0.2333
H -0.859388 -0.573837 2.045318 0.83 -0.42 1.70 0.3427
H 1.023680 0.007882 0.711222 1.21 -0.10 0.34 0.3096
H 0.248292 1.580720 0.781853 1.14 4.27 1.63 0.5060
H 1.070359 -0.811670 -2.264745 1.54 0.14 -0.22 0.3717
H -0.517204 -0.822122 -2.452604 -1.28 -0.32 -0.29 0.3709
H 0.192735 -1.520800 -0.970303 -0.29 -0.79 0.62 0.3488
```
Positions in Å, forces in eV/Å.


(6)
DFT (the ωB97M-V functional and the def2-TZVPD basis) results for a gas-phase ion, C4H8ClN2S (charge +1) in a non-equilibrium geometry.

Summary:
Electronic energy   -1124.67728 Ha
Largest force on an atom   5.19 eV/Å
Net charge   +1
Energy relative to the best compared isomer or geometry (same formula, charge and spin)   73.1 kcal/mol
HOMO level (alpha / beta)   -12.81 / -12.82 eV
Spin multiplicity   1
HOMO-LUMO gap (alpha / beta)   7.48 / 7.48 eV

```
16
Properties=species:S:1:pos:R:3:forces:R:3:mulliken_charge:R:1
C 0.662278 0.275824 1.157536 -2.99 -1.41 -0.03 0.9372
C -0.544875 1.000682 0.798294 -0.44 0.20 -0.54 -0.4856
C -0.828291 -0.730295 -1.120154 3.01 -1.30 0.92 -0.6195
C 1.694244 1.004178 1.947108 0.85 -3.29 0.88 -1.0879
N 0.754915 -1.060767 0.982138 0.35 1.84 1.00 -0.3990
N -0.687541 -0.951311 -2.582562 -5.02 0.25 1.26 -0.2266
S 0.002443 -1.909210 -0.138214 0.38 1.14 -0.98 0.1788
Cl -2.158018 0.402330 1.178882 0.87 0.10 0.24 -0.1005
H -0.721526 2.124462 0.660090 1.21 -1.71 0.38 0.3273
H -1.695740 -0.494537 -0.649860 -2.92 1.08 -0.29 0.3994
H 1.521315 2.002593 1.825325 0.23 2.79 -0.50 0.3960
H 2.634195 0.584904 1.566341 0.19 0.89 0.42 0.3084
H 1.643865 0.813026 3.061585 -0.19 -0.13 -1.27 0.2828
H -1.510893 -0.477963 -3.056366 1.82 0.53 0.28 0.3836
H -0.989211 -1.877390 -2.811696 0.86 -1.54 -0.35 0.3469
H 0.222840 -0.706526 -2.818447 1.82 0.55 -1.42 0.3586
```
Positions in Å, forces in eV/Å.


(7)
DFT (the ωB97M-V functional and the def2-TZVPD basis) results for C4H8ClNO in the gas phase in a non-equilibrium geometry.

Summary:
Electronic energy   -747.31714 Ha
Largest force on an atom   4.36 eV/Å
Net charge   0
Energy relative to the best compared isomer or geometry (same formula, charge and spin)   51.1 kcal/mol
HOMO level   -9.87 eV
SMILES   N[C@H]1C[C@@H](O)[C@@H]1Cl
Spin multiplicity   1
HOMO-LUMO gap   10.60 eV

```
15
Properties=species:S:1:pos:R:3:forces:R:3:mulliken_charge:R:1
N -1.532243 1.474186 -0.511193 -0.36 4.00 -0.88 -0.6884
C -0.358970 1.064861 0.257243 -0.11 -2.09 0.76 -0.2657
C -0.819430 -0.009346 1.254168 -2.19 1.89 3.27 -0.6156
C -0.527633 -1.170232 0.288931 0.08 0.66 -0.34 -0.1617
O -1.547981 -1.597708 -0.578407 -0.33 0.95 -0.27 -0.5418
C 0.450434 -0.091496 -0.459095 -0.15 0.29 -1.57 -0.1440
Cl 2.191668 0.011604 -0.075587 -0.04 -0.31 0.62 -0.2162
H -1.092149 1.865763 -1.389576 -0.98 -0.49 0.84 0.2531
H -2.004955 2.454827 -0.084880 1.67 -3.59 -1.08 0.3059
H 0.166961 1.858494 0.719579 0.98 0.85 0.01 0.4671
H -1.875100 0.451524 1.718280 2.12 -2.25 -1.31 0.2718
H -0.198354 -0.181800 2.204017 -0.45 0.61 -1.54 0.2645
H -0.143516 -2.065127 0.821555 0.17 0.58 -0.79 0.3678
H -2.009331 -0.793601 -0.938287 0.59 -0.88 0.60 0.3900
H 0.541234 -0.087698 -1.607581 -1.02 -0.24 1.68 0.3132
```
Positions in Å, forces in eV/Å.


(8)
DFT (the ωB97M-V functional and the def2-TZVPD basis) results for C4H8ClNO in the gas phase in a non-equilibrium geometry.

Summary:
Electronic energy   -747.27376 Ha
Largest force on an atom   4.86 eV/Å
Net charge   0
Energy relative to the best compared isomer or geometry (same formula, charge and spin)   78.3 kcal/mol
HOMO level (alpha / beta)   -8.34 / -8.34 eV
Spin multiplicity   1
HOMO-LUMO gap (alpha / beta)   8.66 / 8.66 eV

```
15
Properties=species:S:1:pos:R:3:forces:R:3:mulliken_charge:R:1
C -0.436898 1.176577 -0.024418 0.93 -3.21 -0.12 -0.6663
C 0.144055 -0.107597 -0.864685 -1.32 -1.87 -2.92 0.4402
C -1.265439 -0.544713 1.429338 -0.55 1.92 -4.43 0.0056
C 1.656218 -0.435827 -0.927059 -0.91 3.58 0.27 -1.2178
N -0.527487 0.572469 1.324432 1.28 -0.27 1.44 -0.3258
O -0.477232 -1.283644 -0.494319 -1.09 1.58 1.75 -0.6731
Cl -2.942870 -0.501027 1.058330 -0.19 0.26 -0.31 -0.1187
H 0.256649 1.948177 -0.325796 0.00 0.76 1.31 0.3416
H -1.475671 1.403067 -0.130835 -0.44 0.30 -1.49 0.3277
H -0.047646 0.094437 -2.029411 -0.47 0.08 2.14 0.2176
H -1.152755 -1.331631 2.062048 1.40 -1.69 1.97 0.3778
H 1.797744 -1.342132 -1.441328 0.03 -1.16 -0.29 0.3426
H 2.028485 -0.405363 0.071756 0.85 -0.40 0.69 0.3022
H 2.100786 0.382316 -1.525911 0.40 -0.35 0.36 0.3274
H 0.342061 0.374891 1.817859 0.10 0.47 -0.36 0.3189
```
Positions in Å, forces in eV/Å.


(9)
DFT (the ωB97M-V functional and the def2-TZVPD basis) results for 2 unconnected molecules or ions with the total composition C4H8ClNOS in a non-equilibrium geometry.

Summary:
Electronic energy   -1145.49429 Ha
Largest force on an atom   3.54 eV/Å
Net charge   0
Energy relative to the best compared isomer or geometry (same formula, charge and spin)   67.9 kcal/mol
HOMO level   -9.12 eV
SMILES   C[C@]1(NC=O)CS1.Cl
Spin multiplicity   1
HOMO-LUMO gap   9.66 eV

```
16
Properties=species:S:1:pos:R:3:forces:R:3:mulliken_charge:R:1
C -0.972622 0.398319 0.782561 -0.32 1.10 -1.49 -1.0407
C -0.290182 1.028416 -0.453629 2.91 -1.99 -0.35 0.9048
N 1.087957 0.173945 -0.822108 -1.35 1.78 -1.12 -0.3295
C 1.759390 -1.065202 -0.618894 -1.97 1.35 1.78 0.0592
O 1.919626 -1.883799 -1.481942 0.77 0.29 0.46 -0.5197
C 0.062057 2.446676 -0.496601 -1.26 0.86 -1.28 -0.9220
S -0.956108 1.784204 -2.042469 1.09 -0.24 2.19 -0.1598
H -1.178152 1.240797 1.428196 0.22 -0.16 0.70 0.3254
H -0.238021 -0.299409 1.096246 0.48 -0.37 1.11 0.3047
H -1.906300 -0.143998 0.691325 -0.10 -0.02 -0.75 0.2781
H 1.198240 0.464912 -1.785043 0.00 -0.49 -0.30 0.2240
H 2.085697 -1.050701 0.480085 -0.04 -1.03 -1.23 0.3033
H 1.050614 2.942285 -0.643457 -0.79 -1.12 -0.08 0.2674
H -0.674920 3.088098 -0.020546 0.34 0.02 0.35 0.3041
Cl -1.977667 -4.280047 1.736886 -1.59 0.91 -0.65 -0.2257
H -0.969614 -4.844491 2.149394 1.60 -0.89 0.64 0.2263
```
Positions in Å, forces in eV/Å.


(10)
DFT (the ωB97M-V functional and the def2-TZVPD basis) results for a molecular structure, C4H8ClP in a non-equilibrium geometry.

Summary:
Electronic energy   -958.65036 Ha
Largest force on an atom   3.58 eV/Å
Net charge   0
Energy relative to the best compared isomer or geometry (same formula, charge and spin)   35.7 kcal/mol
HOMO level   -8.80 eV
Spin multiplicity   1
HOMO-LUMO gap   9.33 eV

```
14
Properties=species:S:1:pos:R:3:forces:R:3:mulliken_charge:R:1
C 0.379081 -1.133781 -0.045095 1.78 -1.80 0.54 -0.6652
C -0.174471 0.036287 0.619602 1.40 2.41 2.05 0.2783
C 0.763165 0.182731 -0.541131 3.02 1.79 0.70 -0.3628
C -1.631547 0.386826 0.591670 -1.49 -0.61 0.93 -1.2051
P 2.892965 0.930380 0.293000 -2.36 0.25 -2.41 0.1482
Cl 4.042408 -0.696892 -0.095951 0.24 -0.61 -0.02 -0.2089
H 1.079235 -1.909241 0.377955 -0.65 1.14 -0.34 0.2024
H -0.348748 -1.548567 -0.667861 -1.03 -1.10 -0.98 0.2300
H 0.457262 0.539665 1.438596 -1.60 -1.39 -0.43 0.2925
H 0.605166 0.680118 -1.483220 -0.21 -0.38 -0.24 0.3595
H -2.162335 -0.081854 -0.301389 0.73 1.42 0.65 0.2672
H -1.721852 1.472696 0.830741 -0.35 -0.60 -1.13 0.2962
H -2.254201 -0.060886 1.435988 1.21 0.15 -0.65 0.3008
H 3.334633 1.651538 -0.965392 -0.70 -0.66 1.33 0.0669
```
Positions in Å, forces in eV/Å.


Q: The lowest largest force on an atom belongs to which entry?
A: C4H8Cl8


Q: The highest energy relative to the best compared isomer or geometry (same formula, charge and spin) belongs to which entry?
A: C4H8Cl4Si